(1)
13
Properties=species:S:1:pos:R:3 method="wB97M-V/def2-TZVPD" relative_energy_ev=0.6931 gap_ev=9.26 molar_mass_da=74.1 charge=+1 spin_multiplicity=1 homo_ev=-14.54 lumo_ev=-5.283
C -2.14 1.53 1.11
N -0.94 1.28 1.48
H -2.59 0.86 0.40
H -2.53 2.53 1.29
H -0.55 1.72 2.31
H -0.40 0.48 1.08
O 0.55 -0.21 -0.12
C 0.76 -1.26 -0.71
C 1.77 -1.32 -1.79
H 0.17 -2.15 -0.46
H 1.64 -0.54 -2.54
H 2.79 -1.16 -1.43
H 1.83 -2.29 -2.28

=====

(2)
13
Properties=species:S:1:pos:R:3 method="wB97M-V/def2-TZVPD" relative_energy_ev=1.2209 gap_ev=8.60 molar_mass_da=74.1 charge=+1 spin_multiplicity=1 homo_ev=-13.65 lumo_ev=-5.045
C 3.06 -0.78 -0.31
C -0.83 0.55 0.24
C -1.44 -0.21 -0.74
N -1.50 0.90 1.34
O 2.03 -0.93 0.29
H 3.28 0.14 -0.87
H 3.87 -1.63 -0.38
H -0.98 -1.10 -1.13
H -1.67 0.51 -1.63
H -2.42 -0.56 -0.26
H -2.48 0.53 1.39
H -1.09 1.60 2.01
H 0.14 0.99 0.06

=====

(3)
14
Properties=species:S:1:pos:R:3 method="wB97M-V/def2-TZVPD" relative_energy_ev=2.5364 gap_ev=6.40 molar_mass_da=90.1 charge=-1 spin_multiplicity=1 homo_ev=-2.46 lumo_ev=3.938
N -0.51 -0.90 1.23
C 0.09 -0.43 -0.04
C 1.57 0.03 0.15
O 2.23 0.15 -1.00
C -0.67 0.71 -0.66
O -2.00 0.35 -1.10
H -1.46 -0.54 1.29
H 0.00 -0.43 1.97
H 0.16 -1.24 -0.76
H 2.01 -0.71 0.87
H 1.49 0.99 0.76
H -0.09 1.10 -1.50
H -0.81 1.51 0.07
H -1.99 -0.59 -1.28